ORCA calculation (ωB97M-V with the def2-TZVPD basis set) on a gas-phase ion, C3H2ClN2S2 (charge -1) at a distorted geometry.

- Kohn-Sham gap (alpha / beta) (Eh) = 0.208 / 0.219
- LUMO energy (alpha / beta) (eV) = 2.510 / 2.561
- HOMO level (alpha / beta) (eV) = -3.2 / -3.4
- energy above the lowest of the compared OMol25 structures with the same formula, charge and spin (kJ/mol) = 349.52

Geometry as ORCA input:
```
! wB97M-V def2-TZVPD RIJCOSX def2/J DEFGRID3
* xyz -1 1
C 0.797 -0.853 0.220
C 2.024 -0.394 -0.149
C -0.381 -0.035 0.109
N -0.157 1.314 0.147
N 1.038 1.887 0.354
S 1.059 3.390 -0.090
S -1.909 -0.731 -0.070
Cl 3.476 -1.265 -0.033
H 0.484 -1.969 0.550
H -0.689 1.976 -0.323
*
```